[1]
69
Properties=species:S:1:pos:R:3:forces:R:3 method="wB97M-V/def2-TZVPD" gap_ev=7.8 mol_weight_g_mol=728.264 charge=+2 lumo_energy_ev=-6.51 relative_energy_kcal_mol=0.0 e_homo_ev=-14.2850
Ni 1.155 -1.459 0.323 0.01 0.05 -0.01
Se 3.011 -6.097 -5.238 -0.06 0.04 -0.09
N 1.703 -6.102 -4.042 0.05 -0.05 0.07
C 1.868 -5.043 -3.291 -0.02 0.01 -0.02
C 0.998 -4.709 -2.171 -0.03 -0.01 0.00
C -0.078 -5.496 -1.753 0.01 0.02 0.01
C -0.807 -5.090 -0.657 0.01 -0.01 -0.01
C -0.469 -3.909 -0.005 0.01 -0.04 0.02
N 0.539 -3.136 -0.405 -0.03 -0.01 -0.04
C 1.268 -3.542 -1.469 0.00 -0.01 0.01
C 2.386 -2.688 -1.808 0.03 -0.01 -0.01
N 2.537 -1.599 -1.021 0.01 -0.04 -0.01
C 3.569 -0.793 -1.260 0.02 0.03 -0.02
C 4.483 -1.031 -2.280 -0.02 -0.02 -0.01
C 4.328 -2.137 -3.087 -0.02 -0.01 0.01
C 3.250 -2.994 -2.850 0.02 0.04 -0.03
C 2.980 -4.199 -3.624 -0.02 0.02 -0.03
N 3.707 -4.580 -4.642 0.07 -0.04 0.07
H -0.309 -6.409 -2.287 -0.01 0.00 0.01
H -1.635 -5.677 -0.286 0.00 0.00 0.00
H -1.014 -3.592 0.870 -0.03 0.01 0.00
H 3.679 0.070 -0.622 0.01 0.00 0.03
H 5.304 -0.345 -2.424 0.00 0.00 0.01
H 5.018 -2.360 -3.890 0.00 0.01 0.00
C 2.881 3.626 1.230 -0.01 0.03 -0.02
N 2.624 2.169 1.310 -0.02 -0.05 -0.03
C 1.759 1.419 0.639 0.03 -0.05 0.04
N 1.909 0.149 1.026 -0.02 0.09 0.03
C 2.896 0.205 1.968 0.04 -0.07 -0.02
N 3.349 1.412 2.155 0.00 0.08 0.01
C 1.829 4.300 0.395 -0.03 -0.04 0.04
C 2.108 4.796 -0.871 0.01 0.01 -0.02
C 1.089 5.332 -1.651 0.03 -0.01 -0.01
C -0.219 5.328 -1.193 -0.03 0.04 0.04
C -0.498 4.836 0.077 0.00 0.00 -0.01
C 0.528 4.356 0.877 0.02 -0.01 -0.02
C -1.862 4.644 0.601 0.07 0.00 -0.01
N -2.496 5.261 1.526 -0.09 0.00 0.01
N -3.615 4.475 1.825 0.03 0.08 -0.05
C -3.553 3.455 1.053 -0.03 -0.03 0.03
O -2.472 3.486 0.226 0.03 -0.02 0.04
C -4.288 2.178 1.091 0.02 -0.02 0.01
C -5.373 1.873 0.280 -0.02 0.06 0.01
C -5.914 0.598 0.317 -0.03 -0.02 -0.02
C -5.357 -0.379 1.131 0.01 -0.02 0.02
C -4.274 -0.075 1.946 0.00 -0.01 0.00
C -3.643 -1.112 2.834 -0.01 0.02 0.02
N -2.200 -1.254 2.547 0.04 -0.05 -0.02
C -1.553 -1.099 1.400 0.01 0.02 0.02
N -0.265 -1.389 1.594 -0.06 0.04 0.00
C -0.194 -1.712 2.918 0.00 -0.03 0.05
N -1.351 -1.643 3.518 -0.02 0.00 -0.05
C -3.760 1.214 1.938 0.00 -0.03 -0.03
H 3.877 3.754 0.808 0.00 -0.01 0.02
H 2.894 3.981 2.259 -0.01 0.02 0.00
H 1.057 1.795 -0.087 0.03 0.00 -0.01
H 3.279 -0.651 2.499 -0.01 -0.02 -0.01
H 3.123 4.776 -1.250 0.00 0.00 0.00
H 1.317 5.737 -2.628 0.00 0.00 0.00
H -1.018 5.712 -1.813 0.00 0.00 0.00
H 0.297 3.997 1.875 0.00 0.00 0.00
H -5.792 2.628 -0.372 0.00 0.00 0.00
H -6.768 0.358 -0.301 0.00 0.00 0.00
H -5.779 -1.377 1.138 0.01 0.00 0.00
H -4.111 -2.087 2.703 0.01 -0.01 0.01
H -3.697 -0.847 3.888 0.00 0.01 0.00
H -2.015 -0.784 0.479 0.00 0.00 0.00
H 0.711 -2.001 3.426 0.01 0.01 -0.01
H -2.931 1.477 2.587 0.00 0.00 0.00



[2]
50
Properties=species:S:1:pos:R:3:forces:R:3 method="wB97M-V/def2-TZVPD" gap_ev=6.9 mol_weight_g_mol=594.729 charge=+2 lumo_energy_ev=-7.41 relative_energy_kcal_mol=8.0 e_homo_ev=-14.3094
Pd 0.524 1.923 -0.264 -0.38 1.15 -0.01
I 1.271 1.516 2.147 0.30 0.07 0.26
C -0.007 0.134 3.071 -0.26 -0.22 -0.03
C -0.035 0.239 4.435 0.06 0.08 -0.09
C -0.819 -0.645 5.197 -0.06 -0.07 -0.04
C -1.567 -1.591 4.563 0.05 0.06 0.06
C -1.564 -1.703 3.153 -0.04 -0.03 -0.02
C -2.367 -2.695 2.540 0.03 0.03 -0.10
C -2.408 -2.833 1.183 0.02 0.06 0.09
C -1.634 -1.974 0.389 -0.06 -0.05 -0.03
C -0.815 -1.004 0.938 -0.19 -0.11 -0.10
P 0.158 -0.178 -0.312 0.19 -0.62 0.06
C -0.845 0.163 -1.748 0.15 -0.14 -0.10
C -2.001 0.941 -1.575 0.00 0.10 0.09
C -2.799 1.231 -2.668 0.00 0.02 -0.09
C -2.456 0.745 -3.923 -0.02 0.01 0.02
C -1.311 -0.028 -4.100 0.02 0.03 0.04
C -0.498 -0.314 -3.022 0.03 0.01 -0.09
C 1.638 -1.104 -0.663 -0.10 -0.14 0.06
C 2.526 -0.654 -1.645 0.01 0.10 -0.07
C 3.702 -1.342 -1.874 0.02 -0.04 0.00
C 4.002 -2.475 -1.124 -0.01 0.00 0.00
C 3.124 -2.926 -0.148 0.01 0.02 -0.03
C 1.941 -2.244 0.086 -0.02 0.02 0.02
C -0.766 -0.835 2.356 0.24 0.22 -0.01
H 0.542 0.999 4.945 0.01 0.01 -0.01
H -0.824 -0.557 6.274 0.00 0.00 0.01
H -2.184 -2.276 5.129 -0.01 0.00 0.02
H -2.958 -3.343 3.175 0.00 0.00 0.02
H -3.023 -3.585 0.712 -0.03 -0.02 0.01
H -1.690 -2.099 -0.686 0.05 0.04 0.00
H -2.281 1.306 -0.594 -0.01 -0.06 0.02
H -3.695 1.821 -2.542 -0.01 0.02 0.02
H -3.091 0.962 -4.771 -0.01 0.00 -0.01
H -1.062 -0.410 -5.080 0.00 -0.01 -0.02
H 0.383 -0.928 -3.159 -0.03 -0.01 0.03
H 2.296 0.223 -2.241 0.01 -0.01 0.08
H 4.386 -1.004 -2.639 0.01 0.01 -0.01
H 4.922 -3.013 -1.308 0.02 0.00 0.00
H 3.359 -3.811 0.426 0.00 -0.01 0.02
H 1.258 -2.602 0.845 -0.02 0.01 0.01
N -1.245 4.150 -0.334 -0.07 0.21 -0.07
N 0.217 4.219 -0.376 -0.10 -0.31 0.11
H -1.628 4.800 -1.017 0.03 0.00 0.05
H -1.551 4.501 0.569 0.03 -0.11 -0.01
H 0.558 4.850 0.348 0.03 -0.08 -0.04
H 0.494 4.659 -1.249 0.05 -0.21 -0.02
O 2.890 2.884 -1.059 0.10 -0.03 -0.08
H 3.334 2.793 -1.910 -0.03 0.02 -0.02
H 3.600 3.115 -0.449 -0.02 -0.01 0.02